DFT (ωB97M-V with the def2-TZVPD basis set) results for a 21-piece molecular cluster, C22H45BrCl40NO overall.

```
110
Properties=species:S:1:pos:R:3:forces:R:3
C -2.75939 6.46240 -4.04584 0.00 0.01 -0.05
H -6.07502 2.85606 4.29418 -0.10 -0.01 0.08
H -2.61420 1.20988 -3.88840 -0.04 0.02 0.10
H -2.47594 5.42444 -4.16335 -0.12 0.01 -0.04
Cl 5.17464 2.46610 -2.15780 -0.15 0.91 0.18
Cl 8.71031 3.05417 -0.23762 0.23 -0.01 -0.18
H -2.38339 -0.35258 2.63909 -0.05 0.06 0.08
Br 2.92096 -0.81916 -2.10224 0.34 0.38 0.14
C 5.54594 -0.29631 -3.43516 -0.13 0.58 1.22
Cl -4.02101 8.65718 8.56620 -0.02 -0.07 -0.01
Cl 5.26659 0.14079 -8.20659 0.09 -0.02 0.10
C -3.58564 -0.95868 -7.81692 -0.12 -0.04 -0.13
C -2.50817 0.14555 -3.71309 0.25 -0.04 0.00
Cl 3.31462 -4.06000 -0.49862 0.04 -0.05 0.09
H 5.72674 0.05825 -4.43726 0.36 -0.01 -0.30
C -5.75491 1.82498 4.37885 0.01 0.06 -0.05
Cl -5.30332 1.50325 6.05859 0.06 -0.02 -0.03
Cl 8.50597 -3.55642 -1.43778 0.03 -0.04 -0.03
H -1.25744 -4.55359 5.18504 0.01 0.08 -0.06
H 4.35900 -1.96521 -7.67299 0.02 -0.01 -0.10
H -8.78477 6.58919 8.45180 0.01 -0.06 -0.09
H 6.06585 -7.16553 -4.16203 0.07 0.08 -0.03
H 0.35833 -3.71521 -0.99274 -0.24 0.24 0.58
Cl -6.33789 9.42404 10.18671 -0.11 -0.05 -0.01
Cl -1.63301 -0.12472 -2.20075 0.09 0.49 -0.16
C 9.10484 -2.21975 -0.44472 0.11 0.00 0.03
H -1.90000 7.05068 -3.74875 -0.04 0.09 0.01
Cl -0.33787 -6.61226 -1.21879 0.03 -0.08 -0.04
H 8.26310 -1.72336 0.02144 -0.03 0.01 -0.01
Cl 5.72928 -2.54330 0.18249 -0.18 0.21 0.09
H -0.72549 4.01070 -0.44411 0.10 0.08 -0.06
Cl -4.54395 0.41963 -8.35654 0.00 -0.05 -0.01
C 5.68028 -6.77902 -3.22703 0.03 -0.05 -0.07
Cl 7.03663 -6.50273 -2.12447 0.00 -0.12 -0.01
Cl -6.36048 4.89663 8.78449 -0.11 -0.12 -0.11
C -0.60820 3.14834 -1.08854 -0.13 0.06 0.07
C -5.75562 8.43154 8.84094 0.12 0.19 -0.21
H -1.50101 -6.29642 4.95017 -0.02 -0.07 -0.10
Cl -8.10622 8.16653 6.83804 -0.64 -0.17 -0.48
H -6.30376 8.71019 7.93861 0.63 0.08 0.63
C 4.22960 -1.05706 -3.46186 0.77 3.64 4.03
H -4.89353 1.65015 3.74782 0.05 -0.09 0.01
Cl -1.87642 -3.01101 -0.95531 0.08 -0.21 0.05
H -2.62198 -6.58114 -1.79310 0.05 0.09 -0.03
H 6.79999 -1.99404 -3.62583 0.05 -0.07 -0.11
H -0.10032 -4.73734 -5.07476 0.07 0.07 -0.02
C -1.72841 0.38009 2.18306 0.06 -0.13 0.00
Cl 4.79946 -5.27727 -3.55060 -0.03 0.03 -0.05
H -1.32601 -0.00957 1.25522 0.04 0.08 -0.02
H -1.92514 -0.31484 -4.51649 -0.28 0.18 0.83
Cl -3.16779 -5.01232 3.89615 -0.04 0.02 0.07
H 5.52657 0.53796 -2.71941 0.10 -0.75 -0.44
Cl 5.59030 2.46916 0.73197 -0.27 -0.07 0.08
Cl -2.63266 -5.90701 0.45456 -0.10 -0.31 0.07
H 7.47739 -0.75687 -2.74470 0.13 -0.10 0.06
Cl -1.12482 3.58001 -2.72284 0.01 -0.05 0.05
C -0.61841 -4.30168 -4.22949 -0.11 0.00 -0.08
Cl -4.11334 -0.59060 -3.65427 0.03 0.03 -0.08
N 6.60506 -1.24540 -2.96103 -0.41 0.11 -0.21
C -1.52821 -5.32423 4.47426 -0.08 0.04 0.06
H -0.26557 -3.54420 0.66273 -0.09 0.17 0.12
Cl -1.58606 -2.93724 -4.79790 0.15 -0.37 0.04
H 4.96776 -4.58722 1.08361 0.00 0.18 0.10
O 4.03462 -1.77348 -4.31266 -1.13 -4.51 -5.09
H -5.93444 7.38833 9.07405 0.11 0.09 0.10
H -5.00818 3.05445 8.24444 0.03 0.13 -0.02
Cl 0.50924 -1.49082 -0.20921 -0.05 -0.04 0.36
Cl 9.98498 -1.04485 -1.43283 -0.12 0.11 -0.02
H 5.30242 4.31228 -0.69152 0.13 -0.05 -0.11
Cl -2.66250 1.84081 1.82856 -0.10 0.02 -0.07
H 5.00320 -7.49451 -2.77718 -0.04 0.08 0.09
H -4.24480 -1.68910 -7.36303 -0.01 0.06 0.11
Cl 0.58318 -3.79182 -3.02985 0.40 -0.09 -1.41
H -6.05522 2.72607 9.64215 -0.06 0.07 0.07
C -7.51707 -2.69372 2.25502 -0.02 0.05 0.01
Cl -10.81016 7.23595 7.45379 0.01 -0.02 0.05
C 4.97021 -4.15013 0.09268 -0.13 -0.34 -0.14
H -7.69978 -1.90193 2.97149 -0.06 -0.09 0.05
H -2.22821 -7.91601 -0.69085 0.09 -0.02 0.06
Cl -7.00554 -4.14409 3.12894 0.09 0.03 0.03
C -2.06540 -6.86799 -0.90900 -0.21 0.02 0.07
Cl -2.37167 -0.47700 -6.61939 -0.09 0.05 -0.98
H -9.25069 8.24593 8.89417 0.00 0.09 -0.06
H 10.33098 4.47663 0.70661 -0.09 0.06 -0.04
H 9.76838 -2.61684 0.31352 0.09 -0.04 -0.08
H -1.22458 2.33229 -0.73347 0.05 -0.11 -0.10
Cl 1.08912 2.64004 -1.06511 0.02 -0.10 0.06
Cl 8.91521 3.99689 2.52056 0.04 -0.01 0.00
Cl -7.07234 0.77261 3.85016 -0.01 0.05 -0.06
H -6.72979 -2.40125 1.57114 0.01 -0.09 -0.06
Cl -3.99076 6.57445 -2.78339 0.06 -0.05 0.07
Cl -0.39394 0.72237 3.28885 0.01 -0.08 -0.04
Cl -4.07231 3.82833 10.25704 0.00 -0.04 -0.01
C -9.18926 7.52575 8.08691 -0.06 0.00 0.12
H 6.24594 -1.69229 -2.10893 0.32 -0.18 0.34
Cl -8.99591 -2.98074 1.33258 0.01 0.07 -0.03
Cl 2.49155 -0.75858 -8.43235 0.00 -0.04 0.07
H -1.27532 -5.03429 -3.77599 0.01 0.05 0.16
C -0.23788 -3.10153 -0.32706 -0.14 -0.26 0.66
H 5.55143 -4.76518 -0.58509 0.05 0.10 -0.08
C 4.01903 -0.94206 -7.56953 -0.08 -0.03 -0.07
H 10.50237 2.80030 1.26717 -0.07 -0.07 0.01
Cl -0.36131 -5.30884 3.14368 0.17 0.00 0.06
H 3.79799 3.38974 -0.47934 -0.03 -0.12 -0.08
C 4.86909 3.32140 -0.62820 -0.04 0.13 0.32
C -5.40888 3.45364 9.16707 0.10 -0.11 0.07
C 9.80138 3.59619 1.04811 0.08 0.05 0.09
H -3.07975 -1.39058 -8.67150 0.08 0.08 -0.01
Cl -3.35822 7.06802 -5.59368 0.07 -0.01 -0.03
H 3.85980 -0.70941 -6.52581 -0.07 0.07 -0.01
```
Forces are in eV/Å.

E_HOMO   -11.3300 eV
Spin multiplicity   1
Frontier orbital gap   8.38 eV
Net charge   +1